(1)
{"formula": "C33H37AsCl4InN3O6Te", "method": "wB97M-V/def2-TZVPD", "fmax_ev_per_a": 1.955, "e_lumo_ha": [-0.0052, -0.0136], "molar_mass_da": 1030.826, "e_above_lowest_ev": 20.159, "total_charge": 0, "elements": ["Te", "In", "As", "Cl", "Cl", "Cl", "Cl", "O", "O", "O", "O", "O", "O", "N", "N", "N", "C", "C", "C", "C", "C", "C", "C", "C", "C", "C", "C", "C", "C", "C", "C", "C", "C", "C", "C", "C", "C", "C", "C", "C", "C", "C", "C", "C", "C", "C", "C", "C", "C", "H", "H", "H", "H", "H", "H", "H", "H", "H", "H", "H", "H", "H", "H", "H", "H", "H", "H", "H", "H", "H", "H", "H", "H", "H", "H", "H", "H", "H", "H", "H", "H", "H", "H", "H", "H", "H"], "xyz": [[-0.675, -4.814, -0.991], [-0.254, -1.628, -0.137], [-1.306, -1.799, 3.200], [-3.921, -1.735, -4.233], [-4.716, 1.411, -0.105], [-5.399, -2.742, 0.578], [-6.614, -1.481, -2.259], [0.543, 4.809, -2.311], [-2.336, -1.889, 0.568], [-0.246, -1.291, 2.001], [4.553, 0.384, -1.348], [-1.514, -1.892, -2.012], [-0.346, 1.727, 1.566], [2.013, 0.541, -1.168], [-0.279, 0.475, -0.741], [0.772, 2.486, -1.178], [0.294, 6.076, -2.898], [-2.822, -0.667, 3.479], [1.648, 4.679, -1.533], [2.589, 5.670, -1.312], [-3.158, -1.653, -0.361], [2.846, 3.207, -0.049], [-4.604, -1.311, -0.269], [1.857, -1.834, -0.338], [1.785, 3.426, -0.912], [3.798, 4.199, 0.159], [-2.729, -1.722, -1.725], [3.958, -3.019, -0.097], [3.960, -0.763, -0.899], [-3.980, 2.396, 1.337], [-0.282, -1.775, 4.817], [-2.665, 2.399, 1.481], [2.584, -2.972, 0.013], [-1.892, -3.616, 2.964], [-1.540, 1.750, 0.865], [-1.484, 1.185, -0.380], [-4.887, -0.085, 0.570], [5.956, 0.378, -1.543], [2.550, -0.712, -0.784], [-4.994, -1.407, -1.738], [-3.930, -1.607, -2.537], [-3.729, 1.569, -1.673], [-2.427, 1.358, -1.469], [3.672, 5.421, -0.473], [0.623, -6.381, -0.361], [-0.343, 1.930, 2.963], [4.654, -1.908, -0.564], [0.473, -4.294, -2.701], [0.807, 1.140, -0.981], [-3.156, -0.225, 2.541], [0.641, 1.609, 3.302], [-1.675, -4.194, 3.861], [2.045, -3.837, 0.383], [-0.032, -3.448, -3.162], [0.577, -7.184, -1.092], [0.500, -5.135, -3.388], [0.172, -0.790, 4.923], [-0.152, 2.870, -1.320], [-1.925, 1.320, -2.441], [-0.927, -1.981, 5.670], [4.503, -3.913, 0.177], [-1.352, -4.030, 2.114], [2.489, 6.634, -1.788], [5.730, -1.944, -0.653], [-3.633, -1.271, 3.885], [0.501, -2.527, 4.749], [1.645, -6.021, -0.264], [2.727, 1.165, -1.516], [4.405, 6.199, -0.310], [-5.563, 2.515, -0.287], [4.626, 4.013, 0.830], [6.208, 1.358, -1.938], [-1.114, 1.335, 3.459], [2.923, 2.265, 0.477], [-2.406, 3.062, 2.305], [6.481, 0.220, -0.598], [0.268, -6.745, 0.600], [6.249, -0.392, -2.259], [-2.958, -3.626, 2.747], [-0.642, 5.976, -3.439], [-0.488, 2.982, 3.221], [1.474, -4.007, -2.388], [-5.720, 0.810, -1.342], [1.092, 6.349, -3.592], [0.192, 6.848, -2.132], [-2.569, 0.122, 4.185]], "forces_ev_per_a": [[-0.12, 0.13, 0.00], [-0.32, -0.01, 0.15], [0.05, 0.04, -0.37], [-0.03, -0.01, 0.01], [1.04, -0.50, 0.19], [0.00, -0.04, 0.04], [0.03, 0.09, 0.03], [-0.01, 0.00, -0.01], [0.05, 0.22, 0.42], [0.18, -0.14, 0.36], [-0.05, 0.03, -0.04], [0.63, -0.24, -0.47], [-0.31, 0.01, -0.44], [0.01, 0.16, -0.03], [-0.27, -0.15, 0.46], [0.07, 0.09, 0.03], [0.00, -0.01, 0.01], [-0.13, 0.04, 0.02], [0.03, 0.00, 0.01], [-0.01, 0.00, -0.01], [0.42, -0.19, -0.75], [0.01, 0.01, 0.02], [-0.76, 0.08, -0.19], [-0.06, 0.43, -0.32], [-0.05, -0.02, -0.04], [0.00, 0.01, 0.00], [-0.96, 0.22, 0.82], [0.01, -0.01, 0.00], [0.00, -0.06, 0.05], [-1.83, 0.68, -0.01], [0.03, 0.04, 0.09], [0.77, -0.06, 0.12], [-0.08, -0.07, 0.08], [-0.02, 0.01, -0.04], [0.59, -0.61, -0.42], [0.27, 0.39, 0.72], [0.14, -0.79, 0.77], [-0.02, 0.01, 0.02], [0.23, -0.07, 0.02], [-0.38, -0.07, -0.13], [0.47, 0.00, 0.05], [-0.17, 1.06, -1.17], [0.11, -0.18, 0.03], [0.01, 0.01, 0.01], [0.02, -0.01, -0.02], [-0.07, -0.05, 0.01], [-0.02, 0.01, 0.00], [0.02, -0.02, -0.03], [0.15, -0.20, -0.13], [0.00, -0.07, -0.06], [-0.01, 0.00, 0.02], [-0.02, 0.03, 0.01], [0.03, 0.00, -0.02], [0.00, 0.00, 0.00], [0.02, -0.02, 0.02], [0.02, -0.01, 0.01], [-0.02, -0.03, 0.00], [0.02, 0.01, 0.03], [-0.02, -0.06, 0.00], [0.01, -0.01, 0.02], [0.00, -0.01, 0.00], [0.01, 0.01, 0.00], [0.00, 0.00, 0.00], [0.00, 0.00, 0.00], [0.00, -0.01, -0.01], [0.01, 0.01, 0.00], [-0.01, 0.02, -0.01], [0.00, -0.01, -0.01], [0.00, 0.00, 0.00], [0.04, 0.08, -0.10], [0.00, 0.00, 0.00], [0.00, 0.00, 0.00], [0.11, 0.11, -0.05], [0.00, 0.01, 0.00], [0.08, -0.02, 0.00], [0.01, -0.01, 0.00], [0.01, -0.02, 0.01], [0.01, 0.00, 0.00], [0.00, 0.00, -0.04], [0.00, 0.00, 0.00], [0.04, -0.01, 0.02], [0.01, -0.01, 0.00], [0.01, -0.19, 0.21], [0.00, 0.01, 0.00], [0.00, 0.01, 0.00], [-0.03, -0.07, 0.03]], "mulliken_charge": [0.378, 2.436, 0.973, -0.235, 0.093, -0.237, -0.123, -0.352, -0.100, -0.419, -0.391, -0.860, 0.217, -0.058, -0.022, -0.040, -1.005, -1.342, 0.713, -0.401, -1.085, 0.383, 2.145, -0.597, -0.330, -1.328, 0.632, -1.110, 1.027, -1.423, -1.282, -0.622, -1.070, -0.917, 0.868, -0.383, -1.471, -1.068, -0.198, -0.146, 0.194, -1.355, 0.144, -0.752, -1.129, -0.837, -0.440, -0.811, 0.554, 0.246, 0.231, 0.436, 0.445, 0.217, 0.346, 0.478, 0.321, 0.498, 0.435, 0.413, 0.420, 0.021, 0.429, 0.446, 0.469, 0.363, 0.321, 0.423, 0.398, 0.378, 0.412, 0.267, 0.110, 0.496, 0.378, 0.390, 0.355, 0.406, 0.301, 0.255, 0.357, 0.193, 0.259, 0.354, 0.415, 0.494]}

=====

(2)
{"formula": "C33H37BF3N9O2SV", "method": "wB97M-V/def2-TZVPD", "fmax_ev_per_a": 0.260, "e_lumo_ha": [0.1587, 0.1586], "molar_mass_da": 742.537, "s2": 3.802, "e_above_lowest_ev": 1.705, "total_charge": -2, "multiplicity": 4, "elements": ["V", "S", "F", "F", "F", "O", "O", "N", "N", "N", "N", "N", "N", "N", "N", "N", "C", "C", "C", "C", "C", "C", "C", "C", "C", "C", "C", "C", "C", "C", "C", "C", "C", "C", "C", "C", "C", "C", "C", "C", "C", "C", "C", "C", "C", "C", "C", "C", "C", "B", "H", "H", "H", "H", "H", "H", "H", "H", "H", "H", "H", "H", "H", "H", "H", "H", "H", "H", "H", "H", "H", "H", "H", "H", "H", "H", "H", "H", "H", "H", "H", "H", "H", "H", "H", "H", "H"], "xyz": [[0.339, -0.005, 0.699], [-5.223, -1.231, -0.027], [-6.443, 2.091, -2.853], [-5.639, 0.092, -2.904], [-7.375, 0.541, -1.687], [0.477, 0.662, -1.054], [1.122, 0.534, 2.362], [0.417, -2.675, -1.908], [-3.618, 0.751, 0.690], [2.174, -2.447, -0.122], [-0.807, 1.527, 1.200], [-0.568, 2.069, 2.431], [1.337, -2.824, -2.900], [2.136, -1.136, 0.220], [-0.197, -3.050, 0.543], [-0.548, -1.853, 1.093], [-0.668, -2.362, -3.796], [-5.252, 1.379, -0.941], [-4.116, 3.128, 0.230], [-1.549, 1.956, -1.064], [-5.053, 2.737, -0.677], [3.386, -0.700, 0.267], [3.819, -4.196, -0.791], [1.420, -2.680, -5.341], [0.257, 2.914, 5.038], [0.693, -2.620, -4.036], [3.726, 0.714, 0.600], [2.497, 1.708, 6.136], [-1.345, 3.819, 0.525], [-0.445, 1.187, -3.153], [-0.872, -5.454, 0.673], [0.911, 1.907, 4.320], [-0.929, -4.027, 1.102], [1.846, 2.710, 6.840], [4.261, -1.750, -0.054], [0.721, 3.310, 6.280], [-6.161, 1.000, -2.063], [-1.759, -3.456, 2.047], [3.448, -2.834, -0.310], [0.444, 1.488, 2.989], [2.036, 1.308, 4.889], [-2.047, -2.102, -1.637], [-0.548, 1.292, -1.656], [-1.490, -2.085, 2.012], [-1.703, 2.325, 0.388], [-0.807, -2.397, -2.419], [-4.607, 0.378, -0.073], [-2.133, -1.029, 2.834], [-3.214, 2.122, 0.840], [0.896, -3.197, -0.532], [-2.297, 2.382, -1.724], [5.337, -1.716, -0.118], [-0.618, 3.372, 4.596], [-2.629, -1.491, 3.688], [4.147, 0.794, 1.604], [2.840, 1.344, 0.564], [-4.006, 4.174, 0.485], [-5.652, 3.478, -1.194], [4.905, -4.285, -0.831], [-1.270, 1.691, -3.658], [-1.439, -2.111, -4.506], [-2.843, -1.801, -2.315], [2.205, 3.021, 7.814], [-0.264, 3.925, 0.428], [0.143, -5.848, 0.697], [-2.418, -2.947, -1.057], [1.124, -1.861, -5.999], [-1.913, -1.278, -0.934], [-1.414, -0.296, 3.199], [-3.148, 2.329, 1.923], [-1.241, -5.570, -0.348], [2.535, 0.525, 4.332], [-1.503, -6.049, 1.333], [3.428, -4.978, -0.141], [-2.496, -3.949, 2.657], [-0.419, 0.138, -3.452], [2.494, -2.609, -5.167], [4.459, 1.103, -0.110], [-1.642, 4.220, 1.497], [0.199, 4.093, 6.820], [-1.823, 4.398, -0.267], [0.500, 1.637, -3.470], [1.222, -3.615, -5.873], [3.411, -4.356, -1.791], [3.372, 1.228, 6.559], [-2.867, -0.502, 2.215], [1.164, -4.370, -0.614]], "forces_ev_per_a": [[-0.06, 0.11, 0.00], [-0.01, -0.15, -0.02], [0.01, -0.02, 0.03], [-0.01, 0.00, 0.01], [0.02, 0.01, 0.01], [-0.18, 0.05, -0.18], [-0.05, 0.00, 0.04], [0.01, -0.25, -0.07], [-0.01, 0.02, -0.02], [0.09, 0.19, -0.03], [0.17, -0.03, 0.17], [0.03, -0.11, -0.14], [-0.05, 0.05, -0.01], [0.11, -0.05, 0.11], [0.09, 0.05, 0.02], [0.05, 0.02, 0.21], [0.04, 0.03, 0.06], [0.01, -0.10, 0.04], [-0.01, -0.07, -0.03], [-0.04, 0.10, -0.04], [-0.01, 0.07, 0.00], [0.01, -0.06, -0.02], [0.02, -0.04, -0.03], [0.02, -0.01, -0.05], [0.01, 0.01, 0.04], [0.00, -0.02, -0.01], [0.00, 0.05, 0.04], [0.00, -0.02, -0.03], [-0.03, 0.04, 0.01], [-0.03, -0.02, -0.04], [0.01, -0.04, -0.04], [-0.06, 0.00, -0.05], [-0.13, 0.01, -0.03], [0.01, 0.01, 0.03], [0.02, 0.06, -0.01], [-0.01, -0.01, -0.03], [-0.03, 0.01, -0.07], [0.01, 0.02, -0.05], [-0.04, -0.05, -0.01], [-0.03, 0.07, 0.14], [0.00, 0.01, 0.02], [0.01, 0.06, 0.05], [0.20, -0.04, 0.05], [0.04, -0.15, 0.01], [0.06, 0.04, -0.12], [-0.01, 0.00, -0.08], [0.04, 0.22, -0.01], [0.04, 0.03, 0.00], [-0.08, 0.03, 0.03], [-0.23, -0.07, 0.01], [-0.02, 0.01, 0.02], [0.00, 0.00, 0.00], [0.00, -0.01, -0.01], [-0.03, -0.01, -0.01], [-0.02, -0.01, 0.01], [0.00, 0.00, -0.02], [0.01, 0.00, 0.01], [0.00, 0.00, 0.00], [0.00, 0.01, 0.01], [-0.02, 0.00, 0.02], [-0.01, -0.01, -0.01], [-0.02, -0.03, -0.02], [0.00, 0.00, 0.00], [0.00, -0.02, 0.00], [0.00, 0.00, 0.03], [0.03, -0.05, 0.00], [-0.01, 0.01, 0.02], [-0.03, 0.00, -0.06], [0.03, -0.01, -0.01], [0.03, -0.02, 0.01], [0.02, 0.03, 0.01], [0.00, -0.01, 0.00], [0.00, 0.00, 0.00], [0.00, 0.00, 0.01], [0.01, -0.03, -0.01], [0.00, 0.04, 0.01], [0.00, -0.01, 0.02], [0.01, -0.02, 0.00], [0.00, -0.02, 0.00], [0.00, 0.00, 0.00], [0.00, 0.00, 0.00], [0.00, 0.01, -0.01], [-0.01, 0.00, 0.01], [-0.02, 0.00, 0.01], [0.00, 0.01, 0.01], [-0.02, 0.02, 0.04], [0.00, 0.03, -0.01]], "mulliken_spin": [1.959, -0.009, 0.001, 0.009, 0.017, -0.022, -0.019, 0.039, 0.220, -0.011, -0.009, -0.023, -0.001, -0.033, 0.043, -0.150, 0.001, 0.347, 0.353, 0.012, -0.100, 0.021, 0.001, 0.000, 0.007, 0.000, 0.014, -0.007, 0.010, -0.001, 0.000, 0.010, 0.015, 0.012, 0.002, -0.007, 0.017, 0.007, 0.010, 0.035, 0.010, 0.001, 0.016, 0.033, 0.081, 0.001, 0.032, 0.029, -0.072, -0.015, -0.010, 0.001, 0.002, 0.001, 0.001, 0.000, 0.018, 0.012, 0.000, -0.001, 0.000, -0.001, 0.001, -0.004, 0.001, 0.001, 0.000, 0.033, -0.008, 0.078, 0.000, 0.004, 0.000, 0.000, 0.000, 0.001, 0.000, 0.002, 0.003, 0.000, -0.012, 0.000, 0.000, 0.000, 0.000, -0.005, 0.000]}

=====

(3)
{"formula": "C33H37BF3NO2", "method": "wB97M-V/def2-TZVPD", "fmax_ev_per_a": 3.419, "e_lumo_ha": -0.1117, "molar_mass_da": 547.470, "e_above_lowest_ev": 3.279, "total_charge": 0, "elements": ["F", "F", "F", "O", "O", "N", "C", "C", "C", "C", "C", "C", "C", "C", "C", "C", "C", "C", "C", "C", "C", "C", "C", "C", "C", "C", "C", "C", "C", "C", "C", "C", "C", "C", "C", "C", "C", "C", "C", "B", "H", "H", "H", "H", "H", "H", "H", "H", "H", "H", "H", "H", "H", "H", "H", "H", "H", "H", "H", "H", "H", "H", "H", "H", "H", "H", "H", "H", "H", "H", "H", "H", "H", "H", "H", "H", "H"], "xyz": [[-4.530, 7.345, -1.130], [-5.666, 5.499, -1.540], [-4.116, 6.172, -2.948], [-0.263, 1.735, 0.710], [1.018, 3.721, 1.119], [3.554, -3.375, -0.034], [-1.128, -2.874, -0.110], [0.838, 1.494, -1.372], [2.916, 3.271, -0.319], [-3.346, -3.840, -0.033], [-4.477, -4.689, -2.093], [0.112, 3.430, 3.997], [-3.381, 5.293, -0.860], [0.725, -5.178, -1.218], [1.512, 0.182, 0.545], [2.754, 2.340, 1.937], [4.973, -3.368, 0.246], [1.937, 2.733, 0.712], [0.066, -2.596, 0.637], [1.540, -4.173, -0.718], [1.319, -3.079, 0.234], [-1.359, 3.490, 3.808], [-0.539, 2.597, 2.948], [3.525, -5.274, -1.673], [-1.414, 3.936, 0.592], [-2.089, 5.801, -0.815], [-1.103, 5.109, -0.092], [-2.289, -3.233, 0.614], [-3.357, -3.954, -1.429], [2.616, -2.663, 0.651], [1.016, 1.539, 0.147], [1.287, -6.166, -2.040], [-4.430, 6.067, -1.617], [-1.195, -2.873, -1.535], [-2.299, -3.418, -2.179], [2.669, -6.202, -2.287], [2.932, -4.273, -0.915], [-2.698, 3.417, 0.478], [-3.702, 4.097, -0.228], [-0.238, 3.028, 1.321], [2.409, 3.546, -1.247], [-0.037, -2.132, 1.622], [2.905, -1.893, 1.366], [-4.112, -5.573, -2.626], [-2.949, 2.470, 0.953], [0.633, -6.920, -2.479], [3.448, 4.141, 0.084], [0.712, 2.490, -1.808], [0.765, -0.564, 0.274], [-4.700, 3.672, -0.279], [5.180, -3.789, 1.242], [-0.101, 5.531, -0.082], [0.690, 4.294, 3.660], [4.609, -5.314, -1.751], [0.441, 2.963, 4.924], [-0.620, 1.523, 3.132], [-2.336, -3.450, -3.272], [-0.062, 0.912, -1.606], [-0.363, -2.455, -2.105], [-1.770, 4.382, 3.328], [5.468, -3.986, -0.504], [-1.825, 6.719, -1.340], [-5.005, -4.066, -2.821], [-1.940, 3.038, 4.606], [3.586, 1.677, 1.670], [-2.267, -3.109, 1.699], [5.379, -2.347, 0.204], [1.694, 0.995, -1.844], [3.173, 3.242, 2.393], [-0.329, -5.197, -0.949], [3.077, -6.973, -2.943], [1.688, 0.091, 1.619], [2.137, 1.853, 2.698], [-5.184, -5.017, -1.327], [-4.178, -4.261, 0.539], [2.435, -0.056, 0.011], [3.659, 2.497, -0.555]], "forces_ev_per_a": [[-0.22, -0.72, -0.60], [0.63, 0.53, -0.17], [-0.43, 0.14, 0.75], [1.54, -1.24, -1.25], [0.75, -0.64, -0.87], [-1.40, 1.14, 0.91], [-0.76, 0.28, -0.45], [0.26, 0.20, -0.36], [0.02, 0.00, -0.31], [-0.24, -0.04, -0.05], [-0.31, -0.09, 0.05], [0.62, 0.35, 0.62], [-0.52, 0.13, -0.27], [-0.03, -0.47, -0.48], [0.28, -0.40, 0.40], [0.14, -0.39, 0.37], [0.61, 0.24, 0.13], [-0.15, -0.16, 0.05], [0.84, -0.56, 0.01], [0.64, 0.08, -0.15], [-0.50, 0.05, 0.03], [-0.74, 0.34, 0.28], [0.24, 0.57, -1.40], [-0.33, -0.17, -0.25], [0.80, -0.46, 0.32], [0.56, -0.36, 0.32], [-0.90, 0.71, -0.44], [0.74, -0.01, 0.18], [0.27, -0.14, 0.11], [0.69, -1.03, -0.64], [-0.30, 0.37, -0.19], [-0.06, 0.36, 0.32], [0.33, -0.05, 0.19], [0.05, -0.28, 0.37], [0.35, 0.39, 0.26], [0.21, 0.36, 0.13], [-0.47, -0.55, 0.52], [-0.88, 0.53, -0.30], [0.58, -0.41, 0.31], [-2.37, 1.02, 2.24], [0.13, 0.15, 0.16], [0.06, 0.13, -0.34], [-0.12, -0.30, -0.28], [0.02, 0.12, 0.07], [0.12, 0.15, 0.01], [0.26, 0.18, 0.16], [-0.17, -0.15, -0.08], [-0.07, -0.17, 0.07], [-0.04, 0.26, -0.23], [0.08, 0.20, -0.07], [-0.16, 0.10, -0.35], [-0.07, -0.27, 0.17], [0.02, -0.36, 0.13], [-0.30, -0.24, -0.21], [0.15, 0.15, -0.11], [0.03, 0.17, 0.04], [0.00, 0.06, 0.39], [0.13, 0.09, 0.17], [-0.21, -0.22, 0.16], [-0.08, -0.30, 0.28], [0.04, 0.24, 0.19], [-0.18, -0.14, 0.09], [0.08, -0.02, 0.10], [-0.23, 0.22, -0.08], [0.00, -0.03, 0.08], [-0.15, -0.16, -0.29], [-0.18, -0.32, -0.05], [-0.02, 0.23, -0.16], [-0.09, -0.08, -0.16], [0.23, -0.09, -0.29], [-0.08, 0.24, 0.29], [-0.06, 0.06, 0.04], [0.03, 0.13, -0.06], [-0.03, -0.01, -0.28], [0.28, 0.31, -0.19], [0.14, -0.13, -0.03], [-0.05, 0.13, -0.04]], "mulliken_charge": [-0.265, -0.295, -0.266, -0.289, -0.512, 0.188, 0.821, -2.666, -1.827, -0.848, -1.392, -0.596, 0.479, 0.065, -1.523, -2.101, -0.899, 1.903, -1.241, 0.604, 1.899, -0.747, -0.071, -0.953, 0.145, -1.008, -0.568, -0.734, 1.158, -1.195, 2.115, -0.898, 0.762, -0.101, -0.799, -0.735, 0.081, -0.563, -0.829, 0.631, 0.326, 0.303, 0.730, 0.313, 0.350, 0.405, 0.451, 0.556, -0.397, 0.403, 0.336, 0.393, 0.175, 0.266, 0.246, 0.242, 0.404, 0.389, 0.498, 0.147, 0.273, 0.328, 0.345, 0.291, 0.273, 0.440, 0.342, 0.351, 0.495, 0.543, 0.381, 0.474, 0.372, 0.355, 0.301, 0.656, 0.311]}